(1)
Density functional theory data (the ωB97M-V functional and the def2-TZVPD basis) for C23H59BNO15V2 as an isolated structure at a distorted geometry.

Geometry as XYZ:
```
101
Properties=species:S:1:pos:R:3:mulliken_charge:R:1
O -0.249 3.871 -0.458 -0.593
O -1.657 -2.315 -1.229 -0.575
H 2.275 -0.616 -5.511 0.206
H -2.344 0.250 -1.839 -0.051
H -0.027 -2.749 5.652 0.361
H -0.503 1.746 -5.756 0.442
H -1.652 0.558 -3.980 0.472
C 0.302 -3.182 4.707 -1.671
H -4.946 1.639 -0.718 0.371
H -3.448 -2.531 0.518 0.379
H -0.654 -3.479 4.276 0.328
H 2.885 3.066 1.386 -0.166
H 3.795 -1.379 -2.146 0.261
V 1.089 0.626 -2.254 0.972
O 1.198 0.994 -4.830 0.110
C 3.742 1.233 -1.955 1.207
O 2.921 1.869 -2.577 -0.677
H 0.848 -4.062 5.047 0.407
H -1.417 -1.187 3.962 0.306
C -1.974 -4.628 -0.907 -1.889
H -2.613 -3.628 1.642 0.428
H -3.050 -4.568 -1.065 0.410
C -3.948 2.018 -0.498 -0.754
C 3.703 -3.249 -1.486 0.359
H -4.115 2.979 -0.012 0.252
O -2.243 -1.118 4.446 -0.565
H 1.881 -2.308 -0.803 -0.713
H -3.740 0.661 -2.781 0.674
H -0.263 6.264 0.562 0.334
H 0.412 -3.728 2.079 0.182
H -3.369 0.297 6.291 0.384
C -0.364 3.843 2.005 -1.229
H -0.659 4.546 2.785 0.505
C -2.760 0.539 2.854 -0.330
H 0.755 -0.291 -6.346 0.360
O 4.054 1.896 -0.955 -0.839
H -1.626 0.814 4.589 0.202
H 0.919 3.180 -3.458 0.405
C 1.125 -2.478 3.657 0.873
O 3.856 -2.265 -2.511 -0.596
H 1.003 2.736 -5.860 0.459
O -3.116 2.236 -1.614 -0.413
H -2.845 1.622 2.769 0.403
H -1.827 6.098 1.401 0.423
H 1.710 -2.703 1.565 -0.126
O 4.053 0.024 1.361 -0.428
H -1.972 0.169 2.197 -0.595
N -0.644 1.971 -2.939 0.611
O 0.374 -1.339 3.279 -0.308
H -3.640 0.017 2.478 0.431
C 0.037 2.805 -3.975 -0.986
C -1.899 1.493 -3.478 -1.031
H -0.623 3.647 -4.183 0.709
H 5.354 -4.487 -2.162 0.399
H -3.968 1.605 5.263 0.369
C -1.043 4.262 0.636 1.807
C -2.477 -2.828 0.915 -1.043
O 3.176 0.197 -1.575 -0.957
V 3.002 1.047 0.742 0.673
O 1.204 -0.026 1.147 -1.069
C 2.239 -3.293 -1.105 -0.289
H -0.974 2.647 -2.265 0.021
H -1.797 -5.501 -0.278 0.376
H 1.610 -3.670 -1.912 0.386
H 0.721 3.941 1.956 0.264
C -2.816 1.074 -2.375 -0.260
H -0.700 2.878 2.382 0.112
H -1.707 6.021 -0.414 0.411
O 0.913 -0.752 -3.063 -0.679
H -3.402 1.349 0.167 0.187
H -1.196 -1.603 -0.781 -0.189
H 3.782 -4.970 -2.844 0.342
H 0.024 2.973 -0.256 -0.346
O -0.019 -0.174 -0.610 0.245
C 1.617 0.175 -5.869 -1.038
C 0.361 0.464 0.359 2.236
H 2.049 -2.180 4.152 0.281
H 0.787 -0.847 2.566 0.137
H -2.417 2.214 -4.111 0.417
C -3.621 0.572 5.267 -1.690
C -1.581 -3.360 -0.275 1.878
H -0.569 -3.429 0.125 -0.569
C 0.408 2.060 -5.246 -0.842
H 2.207 0.695 -6.624 0.306
C -1.239 5.780 0.540 -1.705
H 2.045 -4.078 2.785 0.422
H -4.541 0.062 4.982 0.381
H 3.650 3.539 2.915 -0.188
H -1.995 -1.944 1.334 0.024
H -1.993 3.728 0.607 -0.534
H 4.481 2.478 1.781 -0.127
H 4.156 -5.309 -1.130 0.353
B 3.522 2.745 2.196 0.345
C 1.368 -3.315 2.400 -0.788
H 2.110 -3.902 -0.211 0.374
H 3.059 1.902 2.685 -0.243
O 0.966 1.387 -0.171 -0.707
H 4.142 -2.879 -0.560 0.257
C -2.497 0.202 4.355 0.719
C 4.291 -4.605 -1.952 -1.535
H -1.448 -4.747 -1.854 0.387
```

Kohn-Sham gap (spin up / spin down) in Eh: 0.2979 / 0.2986
Energy in eV: -109058.56069
Total charge: -1
LUMO level (spin up / spin down) in eV: 1.9 / 1.8
Spin multiplicity: 3

***

(2)
Density functional theory data (the ωB97M-V functional and the def2-TZVPD basis) for one molecule with the formula C6H11N at a distorted geometry.

Geometry as XYZ:
```
18
Properties=species:S:1:pos:R:3:mulliken_charge:R:1
N 1.900 -2.433 -0.349 -0.502
C 1.180 -1.700 0.182 0.058
C 0.276 0.825 -1.123 -0.318
H 1.110 1.424 -0.731 0.276
C -0.278 -1.300 2.146 -1.514
H -0.085 2.168 -2.799 0.371
C 0.435 -0.682 0.938 0.803
H -1.311 -0.420 -0.332 0.341
H 0.728 0.044 -1.748 0.342
H 0.410 -1.937 2.709 0.411
H -0.625 -0.501 2.808 0.377
C -0.636 1.705 -1.974 -1.271
H -1.454 1.117 -2.405 0.317
H 1.234 -0.031 1.315 0.164
H -1.081 2.508 -1.374 0.314
H -0.900 0.961 0.683 0.362
C -0.470 0.178 0.044 -0.867
H -1.139 -1.906 1.846 0.337
```

ΔE to the lowest compared entry with this formula, charge and spin in kJ/mol: 8.01
Kohn-Sham gap in Eh: 0.4516
Energy in eV: -7890.44840
Total charge: 0
LUMO level in eV: 0.9
Spin multiplicity: 1

***

(3)
Density functional theory data (the ωB97M-V functional and the def2-TZVPD basis) for C11H29Cl2PPdS as an isolated structure at a distorted geometry.

Geometry as XYZ:
```
45
Properties=species:S:1:pos:R:3:mulliken_charge:R:1
C -0.924 2.629 -5.814 -1.513
H -2.600 0.732 -7.433 0.290
C -0.053 1.962 -8.116 -1.335
H -2.126 2.384 2.540 0.267
H 0.463 1.605 0.029 0.065
H -0.787 3.687 -6.045 0.454
H 1.110 2.162 -6.324 0.357
H -0.153 -2.820 -6.944 0.280
H -0.706 -0.683 -8.090 0.389
H -1.869 -2.828 -7.340 0.427
C 0.100 1.822 -6.612 0.458
H -0.778 2.489 -4.736 0.384
H -1.949 2.353 -6.075 0.255
C -2.513 -0.258 -6.979 -1.667
C 1.840 -1.004 -8.021 -1.408
H -0.988 1.534 -8.486 0.180
H -1.361 -2.462 -5.674 0.345
H 2.888 -1.221 -8.252 0.450
C -1.110 -0.841 -7.079 0.644
C 1.778 -0.520 -6.579 0.525
H 1.273 -1.929 -8.165 0.236
S -0.286 0.900 2.302 -0.169
H -0.174 0.756 4.722 0.307
H 0.575 -0.690 3.968 0.255
H 0.791 1.530 -8.659 0.218
H 1.102 1.101 -0.244 0.036
H -3.199 -0.916 -7.521 0.441
H 3.354 -1.769 -5.825 0.447
H 2.235 -1.193 -4.561 0.281
Pd -0.096 -0.065 0.097 -0.349
H -2.353 1.185 1.172 0.242
H -2.833 -0.211 -5.931 0.364
C -2.038 1.315 2.226 -0.583
H -0.066 3.029 -8.350 0.473
H 2.395 0.391 -6.478 0.401
C 2.305 -1.563 -5.591 -1.291
C -1.107 -2.327 -6.734 -1.572
H -2.625 0.647 2.864 0.305
P 0.094 0.056 -5.916 0.365
C -0.285 -0.010 3.932 -0.756
H -1.201 -0.585 4.068 0.288
H 1.743 -2.502 -5.667 0.247
Cl -2.172 -1.084 -0.181 -0.463
Cl 0.614 -0.719 -2.078 0.179
H 1.510 -0.251 -8.741 0.252
```

ΔE to the lowest compared entry with this formula, charge and spin in kJ/mol: 58.48
Kohn-Sham gap (spin up / spin down) in Eh: 0.1585 / 0.1563
Energy in eV: -60519.11204
Total charge: 0
LUMO level (spin up / spin down) in eV: 0.6 / -4.3
Spin multiplicity: 5

***

(4)
Density functional theory data (the ωB97M-V functional and the def2-TZVPD basis) for C14H12N3OPbS4Sb as an isolated structure.

Geometry as XYZ:
```
36
Properties=species:S:1:pos:R:3:mulliken_charge:R:1
C 1.691 0.158 2.182 0.620
C -0.505 4.618 2.449 -0.212
C 3.381 -3.198 1.901 -0.515
S -0.433 2.030 -1.682 -0.464
Sb 1.199 0.909 -2.822 1.107
C -2.697 3.982 1.693 -0.409
H -3.354 3.227 1.285 0.404
C 2.371 -3.911 1.279 -0.513
H 0.529 4.353 2.624 0.402
H 3.960 -1.281 2.668 0.344
C -0.970 5.893 2.722 -0.655
H 4.321 -3.675 2.146 0.421
H 2.103 1.772 3.496 0.386
S 2.828 2.512 -3.131 -0.252
H 2.864 0.235 3.972 0.405
C -0.895 2.266 1.637 0.477
C -2.300 6.214 2.488 -0.339
C 1.198 -3.241 0.967 -0.284
H -0.293 6.639 3.117 0.380
C 1.966 -1.272 1.866 0.560
H -2.665 7.209 2.709 0.381
S 1.674 -0.976 -1.668 -0.509
H 2.485 -4.955 1.031 0.401
S 0.425 0.190 -4.952 -0.242
N 0.357 1.995 1.966 -0.790
H 0.392 -3.747 0.449 0.379
N 0.997 -1.964 1.260 -0.244
H 3.512 1.168 2.622 0.322
Pb -0.669 -0.315 -0.074 0.703
H -4.198 5.506 1.780 0.389
C -1.369 3.654 1.937 0.534
C 2.592 0.874 3.133 -1.494
O -1.718 1.463 1.106 -0.836
C -3.162 5.258 1.970 -0.624
N 0.665 0.691 1.633 0.350
C 3.181 -1.861 2.199 -0.583
```

ΔE to the lowest compared entry with this formula, charge and spin in kJ/mol: 5.36
Kohn-Sham gap (spin up / spin down) in Eh: 0.1903 / 0.1989
Energy in eV: -76356.52248
Total charge: 0
LUMO level (spin up / spin down) in eV: -3.1 / -2.8
Spin multiplicity: 1

***

(5)
Density functional theory data (the ωB97M-V functional and the def2-TZVPD basis) for a 2-piece molecular cluster, C20H34N5O2S2 overall at a distorted geometry.

Geometry as XYZ:
```
63
Properties=species:S:1:pos:R:3:mulliken_charge:R:1
C 5.040 2.054 0.251 -0.522
C 0.784 -0.879 -0.126 -0.123
C -5.473 0.533 0.467 -0.819
H -5.436 3.882 1.065 0.343
C -3.057 1.271 -0.640 -0.170
C 0.634 0.570 -4.048 -0.544
H 0.105 -2.899 0.012 0.450
H -3.313 -3.119 0.216 0.461
C 3.548 1.038 2.912 -1.150
H -1.035 -3.771 1.836 0.395
S 3.442 -1.027 -1.169 -0.173
H 3.766 2.088 3.116 0.384
H -2.093 1.495 -1.093 0.439
C -1.712 -1.742 -0.208 1.571
H 0.048 -1.577 3.389 0.204
H -6.905 2.799 1.108 0.385
H -4.991 -1.448 -0.252 0.366
H 3.400 0.459 3.825 0.351
H -1.785 -4.009 -0.206 0.326
N 4.413 0.774 0.626 0.316
H 4.684 -0.640 2.188 0.448
C -3.835 2.216 -0.005 -1.025
H -6.424 0.227 0.889 0.418
S 6.278 -0.897 -0.407 -0.097
H 2.587 -1.023 1.055 0.004
H 4.448 2.838 0.738 0.318
N -1.826 -3.140 1.715 -0.183
O -0.697 -1.299 -4.057 -0.538
C -4.689 -0.409 -0.169 -0.392
C -5.834 2.892 1.284 -1.479
C 4.797 -0.300 -0.226 -0.214
H 0.127 0.966 -3.171 0.117
H 5.669 0.800 2.366 0.507
H -5.658 2.725 2.355 0.292
N -1.945 -1.048 1.085 -0.109
C -2.613 -1.100 -1.353 -1.003
C -0.199 -2.003 -0.540 -1.377
H -3.241 -1.877 -1.790 0.581
H 2.629 1.010 2.318 0.228
H 1.497 -0.027 -3.765 0.273
C 4.684 0.444 2.044 -0.755
H 6.055 2.167 0.658 0.406
H 3.997 2.574 -1.571 0.244
C -2.220 -3.134 0.268 -1.316
C -5.027 1.825 0.555 1.078
O -0.629 -0.109 -5.860 -0.523
C 2.227 -1.448 0.114 -0.510
C 5.018 2.366 -1.244 -1.186
C -1.541 -1.870 2.063 0.135
H 2.196 -2.531 0.260 0.530
H -1.442 -0.178 1.241 0.446
H -0.090 -2.218 -1.606 0.415
H -2.001 -0.628 -2.129 -0.185
H 0.913 1.369 -4.725 0.328
H 0.804 -0.108 -0.900 0.258
H -3.487 3.240 0.059 0.335
N -0.929 -1.439 3.194 -0.352
H -1.479 -0.898 3.845 0.251
H 0.514 -0.377 0.810 0.060
C -3.481 -0.031 -0.698 0.420
H 5.566 3.305 -1.377 0.405
N -0.309 -0.349 -4.723 0.898
H 5.523 1.627 -1.866 0.355
```

Kohn-Sham gap in Eh: 0.2554
Energy in eV: -54497.24438
Total charge: +1
LUMO level in eV: -3.8
Spin multiplicity: 1